1.
Density functional theory data (ωB97M-V with the def2-TZVPD basis set) for a molecular structure, C20H24BrN4O2SiZr in a non-equilibrium geometry.

Each line ends with the natural charge from an NBO analysis.
Element x y z (Å)
Zr -1.209 -0.377 -2.040  2.184
C -2.267 2.341 -3.339  -0.265
O -1.353 1.790 -2.329  -0.642
C -0.871 2.650 -1.315  0.208
C -1.140 3.990 -1.178  -0.266
C -0.610 4.625 -0.045  -0.068
Br -0.986 6.424 0.224  0.232
C 0.181 3.936 0.873  -0.156
C 0.467 2.589 0.676  -0.079
C -0.094 1.973 -0.422  0.235
O 0.054 0.577 -0.650  -0.842
C 1.260 1.754 1.584  0.318
N 1.179 1.736 2.860  -0.332
C 2.066 0.724 3.276  0.043
C 2.394 0.332 4.568  -0.158
C 3.368 -0.636 4.703  -0.187
C 3.998 -1.206 3.583  -0.156
C 3.666 -0.835 2.293  -0.272
C 2.676 0.130 2.176  0.158
N 2.112 0.764 1.042  -0.653
H -3.097 2.834 -2.840  0.239
H -2.632 1.503 -3.938  0.205
H -1.716 3.026 -3.977  0.260
H -1.721 4.555 -1.894  0.271
H 0.584 4.434 1.746  0.284
H 0.721 0.240 0.057  0.578
H 1.904 0.775 5.424  0.253
H 3.666 -0.959 5.691  0.250
H 4.771 -1.947 3.737  0.246
H 4.177 -1.259 1.437  0.229
H 2.646 0.900 0.192  0.430
N -2.946 -1.963 0.144  -0.307
C -4.127 -1.905 0.748  0.116
C -4.733 -0.698 0.400  -0.273
C -3.837 -0.074 -0.426  0.031
N -2.715 -0.842 -0.604  -0.576
H -2.266 -2.707 0.211  0.448
H -4.467 -2.704 1.391  0.288
H -5.697 -0.340 0.721  0.301
H -3.911 0.899 -0.887  0.238
C -0.605 -3.793 -2.439  -1.126
Si 0.552 -2.384 -2.048  1.078
C 0.770 -2.220 -0.186  -1.126
C 2.153 -2.385 -2.939  -1.124
H -0.029 -4.696 -2.201  0.311
H -0.873 -3.842 -3.495  0.281
H -1.532 -3.842 -1.861  0.240
H 0.992 -3.225 0.189  0.306
H -0.062 -1.849 0.426  0.234
H 1.631 -1.584 0.026  0.265
H 2.685 -3.304 -2.670  0.293
H 2.782 -1.542 -2.653  0.268
H 2.039 -2.383 -4.024  0.285

Values from the calculation:
Energy relative to the best compared isomer or geometry (same formula, charge and spin) (kJ/mol): 0.00
Net charge: +3
HOMO-LUMO gap (eV): 4.43
Spin multiplicity: 1
E_tot (eV): -110356.6045
E_HOMO (eV): -16.0
F_max (eV Å⁻¹): 1.1

2.
Density functional theory data (ωB97M-V with the def2-TZVPD basis set) for a molecular structure, C20H24BrN4O3S2 in a non-equilibrium geometry.

Each line ends with the natural charge from an NBO analysis.
Element x y z (Å)
C -5.077 3.120 -2.982  -0.231
C -3.877 2.497 -3.437  -0.319
C -2.387 1.749 -3.310  -0.022
C -1.004 2.636 -3.568  -0.196
C 0.492 1.907 -3.398  -0.289
C 0.537 0.302 -2.970  0.141
C -0.878 -0.564 -2.759  -0.221
C -2.368 0.123 -2.925  0.051
C -3.716 -0.793 -2.709  -0.494
C -4.014 -1.007 -1.110  0.423
N -3.002 -0.182 -0.294  -0.830
N -3.827 -2.459 -0.714  -0.904
N -5.453 -0.641 -0.788  -0.804
S -0.600 -2.391 -2.272  0.213
C 0.865 -2.254 -1.053  -0.198
C 0.939 -3.162 0.310  -0.222
C 2.225 -2.925 1.314  -0.277
C 3.371 -1.775 0.912  0.002
C 4.672 -1.454 1.913  -0.451
C 4.478 0.116 2.452  -0.419
C 3.782 0.199 3.946  -0.428
C 3.417 1.745 4.354  -0.620
S 1.682 2.295 3.914  2.089
O 0.982 2.752 5.249  -0.901
O 1.646 3.528 2.963  -0.878
O 0.688 1.086 3.235  -0.850
C 3.293 -0.892 -0.487  -0.306
C 2.012 -1.121 -1.499  0.209
N 1.903 -0.324 -2.780  -0.641
H -5.974 3.846 -2.677  0.302
H -1.110 3.780 -3.866  0.251
H 1.485 2.504 -3.568  0.220
H -4.604 -0.204 -3.238  0.296
H -3.602 -1.805 -3.319  0.216
H -3.369 -0.239 0.695  0.341
H -2.107 -0.742 -0.261  0.361
H -3.328 -2.961 -1.481  0.368
H -3.313 -2.524 0.192  0.358
H -5.504 -0.621 0.261  0.344
H -6.011 -1.493 -1.094  0.364
H 0.063 -3.934 0.538  0.249
H 2.300 -3.575 2.294  0.233
H 4.508 -2.171 2.849  0.221
H 5.706 -1.617 1.381  0.236
H 3.761 0.740 1.731  0.232
H 5.524 0.689 2.399  0.210
H 4.628 -0.153 4.711  0.220
H 2.799 -0.432 4.052  0.248
H 3.584 1.912 5.524  0.289
H 4.169 2.476 3.812  0.274
H -0.160 1.590 2.968  0.533
H 4.128 -0.084 -0.763  0.232
H 2.671 0.383 -2.765  0.391
Br -7.027 2.523 -1.879  -0.616

Values from the calculation:
Net charge: -1
HOMO-LUMO gap (eV): 4.49
Spin multiplicity: 1
E_tot (eV): -124920.9944
E_HOMO (eV): -3.1
F_max (eV Å⁻¹): 9.7

3.
Density functional theory data (ωB97M-V with the def2-TZVPD basis set) for a molecular structure, C20H24CaCl3N9S.

Each line ends with the natural charge from an NBO analysis.
Element x y z (Å)
Ca -0.178 0.203 0.505  1.747
C 0.188 0.660 6.104  -0.675
C 1.166 0.234 5.077  0.363
N 2.308 -0.330 5.292  -0.209
N 2.841 -0.524 4.049  -0.346
C 2.063 -0.106 3.057  0.258
S 2.382 -0.119 1.391  -0.382
N 0.973 0.384 3.712  -0.237
N -0.121 0.951 3.050  -0.696
H 0.569 0.375 7.081  0.283
H -0.780 0.177 5.958  0.238
H 0.047 1.742 6.086  0.246
H 3.752 -0.946 3.953  0.449
H -0.970 0.676 3.537  0.396
H -0.062 1.969 3.100  0.415
N -1.636 2.057 0.217  -0.946
C -1.964 2.183 -1.190  0.179
C -3.061 2.873 -1.615  -0.216
C -3.344 3.015 -2.991  -0.175
C -2.505 2.482 -3.923  -0.161
C -1.361 1.755 -3.514  -0.084
C -0.458 1.178 -4.435  -0.067
C 0.625 0.479 -3.983  -0.268
C 0.797 0.337 -2.599  0.100
N -0.017 0.856 -1.701  -0.601
C -1.094 1.584 -2.141  0.113
H -0.934 2.760 0.450  0.399
H -2.441 2.317 0.777  0.408
H -3.725 3.326 -0.888  0.229
H -4.219 3.570 -3.296  0.245
H -2.702 2.603 -4.980  0.240
H -0.634 1.302 -5.496  0.242
H 1.338 0.037 -4.663  0.249
H 1.642 -0.228 -2.217  0.201
Cl -2.376 5.219 5.827  0.102
C -2.137 5.826 4.185  -0.249
Cl -3.654 6.371 3.488  0.117
Cl -0.921 7.092 4.153  0.124
C -1.644 4.698 3.364  0.328
N -1.263 3.827 2.722  -0.415
N -0.479 -1.995 0.142  -0.686
C 0.090 -2.840 -0.426  0.622
N 0.724 -3.779 -1.043  -0.453
C 2.197 -3.871 -0.977  -0.207
C 2.801 -3.703 -2.386  -0.420
C 1.722 -3.800 -3.466  -0.395
C 0.809 -4.990 -3.185  -0.425
C 0.017 -4.770 -1.887  -0.198
H 2.437 -4.846 -0.551  0.219
H 2.547 -3.112 -0.279  0.225
H 3.532 -4.497 -2.543  0.230
H 3.341 -2.759 -2.460  0.216
H 2.189 -3.900 -4.445  0.241
H 1.123 -2.883 -3.492  0.187
H 1.414 -5.895 -3.101  0.220
H 0.110 -5.152 -4.004  0.240
H -0.086 -5.692 -1.314  0.220
H -0.980 -4.380 -2.084  0.219

Values from the calculation:
Energy relative to the best compared isomer or geometry (same formula, charge and spin) (kJ/mol): 39.62
Net charge: +2
HOMO-LUMO gap (eV): 8.72
Spin multiplicity: 1
E_tot (eV): -101371.0178
E_HOMO (eV): -14.1
F_max (eV Å⁻¹): 0.9